ORCA calculation (the ωB97M-V functional and the def2-TZVPD basis) on C36H66MgN8O2 as an isolated structure in a non-equilibrium geometry.

The geometry in XYZ format:
```
113
Properties=species:S:1:pos:R:3:forces:R:3
Mg -0.624522 -1.111722 -2.821840 0.64 0.39 0.13
C -0.083342 2.323198 -4.281790 -0.23 0.22 0.11
C -0.192622 1.053978 -5.151470 0.46 -0.20 0.97
C 1.045208 0.950178 -6.038600 0.31 -0.09 -0.35
O -0.396802 -0.120402 -4.439990 0.19 0.43 -0.09
H 0.229348 3.170828 -4.891590 0.00 0.14 -0.19
H 0.607248 2.301108 -3.438760 0.19 -0.50 -0.04
H -1.058972 2.581418 -3.870010 -0.16 -0.05 0.10
H -1.058502 1.283048 -5.772660 -0.38 -0.19 -0.60
H 1.163578 1.768598 -6.748720 -0.26 0.29 -0.05
H 1.053768 0.032928 -6.627390 -0.14 -0.16 0.13
H 1.956618 0.973468 -5.441200 0.04 -0.13 0.23
C 0.381918 0.682128 -0.389020 -0.21 -0.48 -1.26
O 0.083988 -0.436622 -1.127490 -0.08 -0.37 0.07
H 1.259938 1.171648 -0.810390 0.93 0.23 0.43
H -0.332892 1.501768 -0.462050 -0.83 0.22 0.08
H 0.486028 0.439778 0.668590 0.39 0.15 0.58
C -1.842322 -3.785562 3.254320 0.10 -0.14 -0.34
C -2.096932 -2.302702 3.159350 -0.57 0.10 -0.09
C -1.734852 -1.606122 1.832930 0.04 -0.14 -0.25
C -2.198642 -2.369672 0.663660 -0.72 -1.09 -1.35
N -2.620172 -2.991692 -0.227990 0.65 1.10 1.65
H -0.768012 -3.944582 3.161200 -0.03 -0.40 0.03
H -2.394582 -4.328742 2.487470 0.21 -0.09 -0.14
H -2.194212 -4.155142 4.217480 0.18 0.00 0.07
H -1.596502 -1.878032 4.029600 -0.01 0.61 -0.24
H -3.171792 -2.139522 3.237670 -0.13 0.08 0.44
H -0.679882 -1.374262 1.686700 0.13 -0.16 0.06
H -2.274162 -0.660952 1.770530 0.15 0.18 0.10
C -3.961832 -0.487082 -5.965720 -0.84 -1.18 0.09
C -5.038992 -0.132592 -4.943050 0.68 0.83 0.15
C -4.501872 0.820128 -3.832890 -0.43 0.18 0.09
C -3.392922 0.298838 -3.016520 1.13 -1.43 1.11
N -2.538192 -0.205402 -2.395480 -2.48 1.31 -1.52
H -3.330692 -1.178982 -5.408010 0.82 0.28 -0.51
H -3.435922 0.295798 -6.512170 0.09 0.27 0.72
H -4.431522 -1.078022 -6.752040 -0.05 -0.23 -0.07
H -5.396612 -1.035182 -4.447520 0.20 -0.17 -0.02
H -5.936652 0.286188 -5.397940 0.09 0.45 0.03
H -5.351062 1.055878 -3.191490 0.15 -0.07 0.44
H -4.166612 1.804568 -4.159350 0.02 -0.05 -0.53
C -1.539922 1.385198 3.717440 0.64 -0.17 0.71
C -0.030332 0.987578 3.876790 -1.12 1.02 0.21
C 0.518268 1.141808 5.319510 -0.40 -0.47 -0.34
C -0.130082 0.316758 6.331450 -1.08 -1.47 1.49
N -0.664402 -0.288282 7.171560 0.92 1.03 -1.47
H -1.843092 1.553748 2.684110 0.26 -0.16 0.02
H -1.743862 2.307178 4.261920 0.18 0.26 -0.09
H -2.212842 0.665898 4.184230 0.09 -0.33 -0.15
H 0.540258 1.733528 3.323530 0.11 -0.20 -0.36
H 0.171878 -0.004232 3.472420 0.04 0.06 0.12
H 0.380298 2.147208 5.717290 0.25 0.30 -0.41
H 1.577178 0.885028 5.289800 0.07 0.15 0.23
C 3.368478 0.014988 1.898420 -0.43 -0.74 -0.32
C 4.275818 -0.854812 2.748310 0.21 -0.08 0.84
C 3.711408 -1.159552 4.184090 0.12 0.18 -0.64
C 2.401318 -1.772882 4.256870 -2.97 -1.41 -0.70
N 1.358418 -2.304902 4.271940 2.26 1.27 0.05
H 2.912268 0.891518 2.358480 0.48 0.20 0.21
H 2.516668 -0.594222 1.596120 -0.14 -0.04 -0.14
H 3.896638 0.249288 0.974150 -0.12 0.39 0.04
H 5.246828 -0.392422 2.925610 -0.01 0.31 0.07
H 4.534078 -1.723902 2.143250 -0.32 -0.41 0.37
H 3.618968 -0.185582 4.664640 0.19 -0.01 0.30
H 4.297478 -1.831282 4.811320 0.67 0.31 -0.19
C 4.711758 -1.943032 -2.451200 0.80 0.20 -0.17
C 4.816588 -0.427502 -2.663970 -0.02 -0.56 0.00
C 3.449518 0.166868 -2.887270 -1.13 0.38 0.38
C 3.482468 1.602188 -3.006290 -0.10 2.70 -0.33
N 3.467368 2.760448 -3.125580 0.21 -1.77 0.28
H 5.680618 -2.351172 -2.163410 0.18 -0.02 -0.14
H 4.446108 -2.377072 -3.415120 -0.24 -0.29 0.20
H 4.034158 -2.276272 -1.665120 -0.34 0.34 -0.19
H 5.462138 -0.211612 -3.515300 0.00 -0.12 -0.15
H 5.286138 0.100918 -1.834280 -0.06 -0.15 0.27
H 2.776638 -0.036322 -2.054170 0.02 -0.17 0.42
H 2.814838 -0.160322 -3.710820 0.51 -0.56 -0.45
C 1.619218 -3.654632 0.165440 -0.11 0.50 -0.34
C 0.418378 -4.553392 -0.102000 0.28 -0.10 1.30
C 0.821608 -5.884172 -0.711900 0.92 -0.32 -0.33
C 1.671598 -6.756792 0.136820 -1.57 1.19 -0.68
N 2.317338 -7.414782 0.803900 0.89 -0.84 0.77
H 1.273508 -2.656262 0.433490 -0.10 0.18 -0.33
H 2.170838 -3.594912 -0.772780 0.29 0.33 0.06
H 2.295298 -3.921222 0.977810 -0.07 -0.67 -0.04
H -0.293692 -4.038872 -0.747240 0.11 -0.10 -0.14
H -0.062042 -4.724142 0.861410 -0.40 -0.12 -0.04
H 1.496538 -5.662532 -1.538600 -0.18 0.06 -0.46
H -0.013012 -6.451772 -1.123390 -0.01 -0.03 0.19
C -5.445422 0.674658 0.146370 0.53 -0.41 0.68
C -4.387352 1.433548 0.959420 -0.95 0.79 0.84
C -3.257642 2.019988 0.183600 1.12 0.23 -1.41
C -3.638552 2.984138 -0.880210 -0.68 1.21 -2.47
N -3.907282 3.688478 -1.786970 0.65 -1.97 2.72
H -4.992092 -0.245822 -0.221490 0.01 0.06 -0.48
H -5.893432 1.259748 -0.656790 0.19 0.02 -0.01
H -6.238532 0.328698 0.809240 -0.14 0.20 0.05
H -3.951232 0.818658 1.746690 -0.09 -0.34 -0.10
H -4.834762 2.263068 1.506980 -0.42 0.02 0.10
H -2.718062 1.194168 -0.280050 0.09 0.03 -0.54
H -2.472092 2.532998 0.738440 -0.33 0.06 0.54
C 2.145798 5.739428 3.039820 0.27 -0.34 -0.21
C 2.317988 4.240918 2.837100 -0.47 -0.28 1.17
C 1.667228 3.760028 1.583040 -0.26 0.02 -1.83
C 0.213328 3.984568 1.442090 -1.69 0.23 0.58
N -0.930562 4.199958 1.376000 2.09 -0.39 0.12
H 2.547028 6.043858 4.006480 -0.04 0.18 -0.12
H 1.103488 6.044008 2.945350 -0.04 -0.08 0.19
H 2.684998 6.222988 2.225240 0.11 0.33 0.15
H 1.885488 3.656008 3.648850 -0.17 0.20 0.41
H 3.364928 3.938098 2.854810 0.12 0.20 -0.33
H 1.892468 2.718928 1.351820 -0.17 -0.12 0.07
H 2.073578 4.325068 0.744160 0.25 -0.02 -0.25
```
Forces are in eV/Å.

expectation value of S²: 0.75
2S+1: 2
maximum force: 3.42 eV/A
Kohn-Sham gap (alpha / beta): 2.519 / 6.954 eV
electronic energy: -2199.9095 Eh
net charge: -1